(1)
{"formula": "C8H14BCl4N2O5", "method": "the ωB97M-V functional and the def2-TZVPD basis", "elements": ["C", "N", "C", "C", "O", "C", "C", "C", "O", "B", "C", "O", "N", "O", "O", "H", "H", "H", "H", "H", "H", "H", "H", "H", "H", "H", "H", "H", "H", "C", "Cl", "Cl", "Cl", "Cl"], "xyz": [[1.3894, -1.5901, 1.3833], [1.2045, -1.4075, -0.0550], [2.0250, -2.2865, -0.8877], [1.1767, -0.1126, -0.5431], [1.1711, 0.0748, -1.7498], [1.1473, 1.0811, 0.3863], [-0.2734, 1.4276, 0.8965], [-0.4061, 1.5273, 2.4077], [-1.7904, 1.4734, 2.6030], [-2.1531, 0.2882, 1.7618], [-3.6621, 0.4270, 1.1510], [-4.1847, -0.9013, 0.8180], [-5.4962, -1.0019, 1.1269], [-5.8283, -2.1263, 1.2953], [-1.1266, 0.3228, 0.6476], [1.7954, -2.5896, 1.5523], [0.4228, -1.5518, 1.8896], [2.0917, -0.8852, 1.8315], [3.0444, -1.8976, -1.0076], [2.0695, -3.2796, -0.4430], [1.5912, -2.3746, -1.8826], [1.5143, 1.9026, -0.2333], [1.8396, 1.0090, 1.2293], [-0.6607, 2.3042, 0.3600], [0.0676, 2.3796, 2.9062], [0.0089, 0.5697, 2.7741], [-2.0540, -0.7370, 2.4557], [-4.3613, 0.9199, 1.8294], [-3.6235, 0.9930, 0.2135], [2.6049, 1.2086, -4.9382], [1.0189, 1.8891, -4.6234], [2.4877, -0.5476, -5.0639], [3.2417, 1.8603, -6.4646], [3.7081, 1.6311, -3.6264]], "atomic_forces_ev_per_a": [[-0.30, -0.57, 0.01], [1.21, 0.41, 0.41], [-0.33, -0.17, -0.31], [-0.72, -0.10, -0.26], [0.34, 0.05, -0.13], [-0.01, 0.67, 0.02], [-0.04, -1.20, -0.31], [-0.31, -0.09, -0.04], [-0.06, 0.18, -0.04], [-0.13, -0.02, 0.07], [0.28, 0.28, -0.36], [-0.24, -0.10, 0.39], [0.28, 0.24, 0.32], [-0.15, -0.24, -0.36], [-0.11, 0.19, 0.11], [-0.05, 0.03, -0.03], [0.08, 0.29, 0.01], [-0.06, 0.04, 0.01], [0.01, -0.05, 0.04], [-0.05, 0.05, 0.04], [0.00, 0.04, 0.06], [-0.01, -0.06, 0.02], [-0.06, -0.26, -0.01], [0.14, 0.20, 0.24], [-0.11, 0.08, -0.08], [0.44, 0.30, 0.23], [0.07, -0.09, -0.20], [-0.01, -0.13, 0.06], [-0.07, 0.02, 0.04], [-0.03, -0.05, 0.13], [-0.03, 0.02, -0.01], [0.00, -0.01, -0.01], [0.01, 0.01, -0.03], [0.02, 0.01, 0.00]], "homo_lumo_gap_ev": 6.82, "homo_energy_ev": -4.7, "total_charge": -1}


(2)
{"formula": "C8H14BFO", "method": "the ωB97M-V functional and the def2-TZVPD basis", "elements": ["C", "C", "C", "C", "F", "C", "C", "B", "O", "C", "C", "H", "H", "H", "H", "H", "H", "H", "H", "H", "H", "H", "H", "H", "H"], "xyz": [[0.5069, 4.5228, 0.6500], [0.2339, 3.0946, 0.7753], [0.6162, 2.0850, 0.0030], [0.1543, 0.6989, 0.1230], [-0.7772, 0.4727, 1.0776], [0.4861, -0.3353, -0.6746], [1.3018, -0.1694, -1.9504], [-0.1624, -1.7947, -0.4959], [0.1471, -2.7330, -1.3992], [-1.0927, -2.1874, 0.7857], [-1.2737, -3.6718, 1.2075], [1.2146, 4.6281, -0.0863], [-0.3405, 5.1320, 0.1890], [0.8823, 4.8245, 1.6176], [-0.4931, 2.7430, 1.4483], [1.1745, 2.1904, -0.8196], [1.8881, -1.0596, -2.2505], [0.5218, -0.1960, -2.8314], [1.9008, 0.7920, -1.8250], [-0.2699, -3.5520, -1.5295], [-1.9075, -1.5752, 0.6526], [-0.6262, -1.7752, 1.5616], [-0.4206, -4.1406, 1.6372], [-2.2192, -3.8074, 1.9151], [-1.4455, -4.1864, 0.2188]], "atomic_forces_ev_per_a": [[-1.67, 0.35, 0.05], [-1.02, -1.47, -0.85], [-1.76, -0.77, 2.08], [0.17, -0.42, -0.67], [0.17, 0.48, 0.40], [-0.50, -1.17, -0.47], [-0.96, 0.64, -0.74], [-0.72, 0.02, 2.14], [1.60, 1.55, -1.53], [1.78, -2.62, -2.37], [-3.28, 0.43, -1.64], [2.28, 0.48, -1.49], [0.60, -0.75, 1.40], [-0.15, 0.95, 0.06], [-0.80, 0.17, 1.49], [2.38, 0.83, -2.80], [0.16, 0.63, 0.80], [1.45, 0.83, 1.46], [-0.55, -1.50, -1.10], [-0.95, -1.45, 0.44], [-2.68, 0.81, -0.08], [1.97, 2.16, 3.27], [0.75, 0.01, 0.51], [2.04, 0.11, -1.57], [-0.31, -0.29, 1.21]], "smiles": "C/C=C/C(F)=C(\\C)B(O)CC", "homo_lumo_gap_ev": 9.03, "homo_energy_ev": -8.4, "total_charge": 0}


(3)
{"formula": "C8H14ClN4", "method": "the ωB97M-V functional and the def2-TZVPD basis", "elements": ["C", "C", "C", "C", "C", "C", "C", "C", "N", "N", "N", "N", "Cl", "H", "H", "H", "H", "H", "H", "H", "H", "H", "H", "H", "H", "H", "H"], "xyz": [[3.0824, -0.7874, 1.0228], [2.0435, -1.3290, 0.3011], [-1.2726, 0.4692, -0.1857], [3.4140, 0.6600, 0.8777], [1.4755, -0.5438, -0.8335], [1.0390, -1.2099, -2.0784], [-3.4152, 1.5680, -0.3571], [-2.9960, -0.0249, 1.3997], [2.6298, 1.3476, -0.0741], [1.8638, 0.7971, -0.8351], [-2.4423, 0.6931, 0.3002], [-0.4848, -0.5277, 0.0452], [5.1438, 0.8069, 0.3407], [3.6788, -1.4005, 1.7497], [1.8542, -2.4395, 0.4683], [-0.9601, 1.1515, -1.0074], [3.3513, 1.1719, 1.8295], [0.5999, -0.5363, -2.9929], [0.3487, -2.0335, -1.8839], [2.0837, -1.3861, -2.6041], [-4.2561, 1.0549, -0.7566], [-3.6951, 2.3058, 0.5054], [-2.9916, 2.2877, -1.1786], [-2.2574, -0.1526, 2.2772], [-3.9231, 0.2215, 1.8711], [-3.2282, -1.0014, 1.0473], [-0.6857, -1.1625, 0.7515]], "atomic_forces_ev_per_a": [[-1.17, -0.99, -0.31], [1.84, -0.99, 0.38], [1.54, -0.25, -2.16], [1.21, -2.11, 0.28], [-0.96, -1.91, 3.23], [1.48, 1.94, -3.49], [1.31, 4.22, 1.09], [1.92, -2.10, 2.13], [0.64, 1.84, 0.13], [-2.18, 0.81, -2.07], [-2.49, 1.68, 0.20], [2.08, 1.93, -1.73], [-0.61, 0.07, 0.17], [-0.76, 0.69, -0.81], [-0.13, 1.67, -0.56], [-0.22, -0.39, 0.62], [-0.10, 0.32, 0.12], [0.64, -1.07, 2.86], [0.79, -0.17, -0.24], [-1.87, -0.72, 1.00], [-0.64, -0.59, -0.12], [-0.22, -1.25, -1.79], [-0.35, -1.77, 1.45], [-0.85, 0.33, -1.46], [-0.51, 1.51, -0.32], [0.03, -1.34, -0.20], [-0.43, -1.38, 1.61]], "homo_lumo_gap_ev": [7.60, 7.60], "homo_energy_ev": [-12.9, -12.9], "total_charge": 1}


(4)
{"formula": "C8H14F6KNO7S2", "method": "the ωB97M-V functional and the def2-TZVPD basis", "elements": ["K", "C", "F", "F", "F", "S", "O", "O", "N", "S", "O", "O", "C", "F", "F", "F", "C", "O", "C", "C", "O", "C", "C", "O", "C", "H", "H", "H", "H", "H", "H", "H", "H", "H", "H", "H", "H", "H", "H"], "xyz": [[0.4214, -0.5578, 0.2739], [-2.0757, -0.0372, 2.6066], [-2.1241, 1.1537, 1.9233], [-3.0184, -0.2007, 3.5589], [-2.2127, -1.0676, 1.8036], [-0.2476, -0.2172, 3.2797], [-0.0843, 0.8263, 4.3318], [-0.0856, -1.5901, 3.7521], [0.7593, 0.1522, 1.8636], [2.0903, 0.5403, 2.5680], [2.1480, 1.9116, 3.0414], [2.5990, -0.3443, 3.6215], [3.2349, 0.4079, 1.0515], [3.3292, -0.9302, 0.6008], [2.7115, 1.1783, 0.0650], [4.4269, 0.8187, 1.4519], [-3.0428, -2.2888, -0.5812], [-1.9439, -1.4967, -1.1223], [-1.3640, -2.1863, -2.2623], [-0.5389, -1.1381, -3.0582], [0.5381, -0.6242, -2.3346], [1.0197, 0.6220, -2.7349], [0.5880, 1.6688, -1.7361], [1.2040, 1.5700, -0.4498], [0.8363, 2.7174, 0.3953], [-3.8312, -2.4760, -1.3102], [-3.5539, -1.8304, 0.2655], [-2.7585, -3.3220, -0.3821], [-2.0259, -2.7706, -2.9015], [-0.7125, -3.0101, -1.9709], [-1.1926, -0.3507, -3.4335], [-0.1394, -1.6982, -3.9037], [0.5102, 0.9292, -3.6482], [2.0990, 0.5979, -2.8858], [-0.4808, 1.5347, -1.5696], [0.8660, 2.6298, -2.1689], [1.1023, 3.7015, 0.0094], [1.1822, 2.5690, 1.4182], [-0.2337, 2.6079, 0.5720]], "atomic_forces_ev_per_a": [[-3.64, -7.54, -13.81], [1.41, 0.36, 0.78], [-0.72, -1.69, 1.01], [1.28, 1.22, -0.96], [-0.20, -0.10, -1.09], [1.06, 1.42, 3.95], [-1.10, -2.02, -2.74], [-0.74, 1.52, -1.78], [-0.26, 4.05, 15.14], [3.51, 1.15, 4.14], [0.27, -0.18, -1.50], [-0.55, -0.06, -2.33], [0.13, -0.77, 0.55], [-0.28, 2.15, 0.47], [11.81, -4.34, 4.94], [-0.09, -0.26, -0.44], [-0.22, -0.29, -0.82], [-1.08, -1.69, -0.40], [1.17, 1.26, 0.48], [-0.82, -1.51, -0.41], [0.19, -1.02, 0.66], [-0.36, 0.72, 0.27], [-0.02, 0.56, 0.64], [-10.07, 5.09, -4.69], [-1.19, -1.23, 0.05], [-0.03, 0.61, -0.59], [0.67, 0.10, -0.12], [0.62, 0.09, 0.65], [-0.89, 0.87, -0.19], [0.53, 0.17, 0.75], [-0.11, 0.13, 0.11], [-0.03, 0.04, -0.46], [0.30, 0.00, -0.38], [0.03, -0.12, 0.00], [-0.54, 0.46, -0.53], [-0.47, 0.34, -0.04], [0.10, -0.25, -0.34], [0.75, 0.16, -0.56], [-0.45, 0.62, -0.42]], "homo_lumo_gap_ev": 9.54, "homo_energy_ev": -9.7, "total_charge": 0}


| no. | largest force on an atom (eV Å⁻¹) | DFT total energy (hartree) |
| --- | --- | --- |
| 1 | 1.34 | -2664.562156 |
| 2 | 4.39 | -513.145561 |
| 3 | 4.55 | -992.030380 |
| 4 | 16.15 | -2889.771383 |